No. 1
# C17H17NO6S

An isolated molecule of C17H17NO6S (the ωB97M-V functional and the def2-TZVPD basis, the Open Molecules 2025 dataset).

Max |F| in hartree/bohr: 0.083
Relative energy (zero: lowest compared OMol25 entry of this formula, charge and spin) in kcal/mol: 138.7
Structure (SMILES): OC[C@H]1O[C@]2(ON=C(c3ccc4ccccc4c3)S2)[C@H](O)[C@@H](O)[C@@H]1O
Gap between HOMO and LUMO in eV: 7.80
E_tot in hartree: -1562.24336

Each line ends with the Mulliken charge.
Geometry (Å):
S (0.6585, -1.3201, -0.8209)  -0.303
O (-0.7058, -1.6447, 1.3014)  -0.221
O (-5.2038, -2.5901, 0.1292)  -0.610
O (-1.5280, -2.9754, -0.3334)  -0.429
O (-2.6295, -5.6834, 0.1176)  -0.572
O (-1.7085, 0.8742, -0.3640)  -0.647
O (-4.2951, 0.0106, -0.5170)  -0.593
N (0.0013, -0.4690, 1.5816)  -0.582
C (3.7740, 2.2039, -0.2682)  0.902
C (-2.8522, -3.3309, 0.2588)  0.157
C (3.4273, 3.2739, 0.5460)  0.897
C (1.6264, 1.8910, 1.5429)  -1.016
C (-3.3257, -4.6250, -0.4769)  -0.287
C (-2.0655, -0.5086, -0.5464)  0.002
C (3.0604, 0.9891, -0.2207)  -0.708
C (-1.0559, -1.6255, -0.0534)  0.620
C (-3.8540, -2.3197, -0.2753)  -0.465
C (2.4325, 3.0731, 1.5434)  -0.920
C (1.9058, 0.8482, 0.6037)  0.641
C (4.8325, 2.3604, -1.1692)  -0.553
C (4.1733, 4.4394, 0.4521)  -0.645
C (0.8683, -0.2037, 0.5666)  0.626
C (-3.3416, -0.8215, 0.0913)  -0.159
C (5.5873, 3.5304, -1.3004)  -0.752
C (5.2341, 4.5881, -0.4659)  -0.365
H (-1.1935, 1.0551, 0.4855)  0.399
H (5.1078, 1.5540, -1.8190)  0.378
H (6.4258, 3.5359, -1.9462)  0.445
H (-3.9397, -2.3595, -1.3054)  0.470
H (-3.2486, -0.7284, 1.1430)  0.338
H (-5.7933, -1.9572, -0.3186)  0.379
H (-1.7800, -5.4895, 0.6055)  0.347
H (3.2562, 0.1323, -0.9441)  0.261
H (0.8662, 1.9206, 2.2692)  0.471
H (3.9427, 5.2540, 1.1798)  0.310
H (-4.3804, -4.8469, -0.3130)  0.294
H (-4.0040, 0.9542, -0.6956)  0.376
H (-2.1625, -0.6896, -1.6636)  0.319
H (-2.8717, -3.2404, 1.3816)  0.313
H (-3.1482, -4.5238, -1.5964)  0.248
H (2.1017, 3.9259, 2.1444)  0.304
H (5.8054, 5.5386, -0.5298)  0.328

No. 2
# C17H18As2N2O7Sn

A structure of composition C17H18As2N2O7Sn (the ωB97M-V functional and the def2-TZVPD basis, the Open Molecules 2025 dataset).

Max |F| in hartree/bohr: 0.015
Relative energy (zero: lowest compared OMol25 entry of this formula, charge and spin) in kcal/mol: 2.1
Charge: +2
Gap between HOMO and LUMO in eV: 7.68
E_tot in hartree: -5979.84763

Each line ends with the Mulliken charge.
Geometry (Å):
Sn (0.4209, -1.5732, 0.2705)  1.194
As (-2.6173, -0.2625, 0.4725)  0.319
As (-0.4541, 2.3762, 0.8330)  0.595
O (0.4137, 0.8283, 1.1615)  0.046
O (-1.0725, 0.2633, 4.6438)  -0.527
O (2.2328, -0.7180, -0.0739)  -0.616
O (3.8043, 0.2784, 6.3583)  -0.575
O (5.3773, 0.4364, 4.8805)  -0.560
O (3.4210, 1.1702, -0.3780)  -0.466
O (-0.7967, -0.8397, 2.8101)  -0.528
N (-0.4155, -0.0557, 3.7025)  1.045
N (4.2248, 0.3837, 5.2310)  1.014
C (2.6647, 0.5842, 1.8360)  0.512
C (-4.2714, 2.2454, 3.4662)  -0.963
C (-3.3497, 3.2704, 3.6205)  -0.766
C (-2.2264, 3.3027, 2.8109)  -0.674
C (-2.0420, 2.2921, 1.8675)  0.561
C (3.2035, 0.4668, 4.1528)  -0.584
C (0.8077, 3.7240, 1.3122)  -1.316
C (1.3306, 0.6960, 2.1950)  0.212
C (1.8689, 0.3995, 4.5147)  -0.384
C (-4.0682, 1.2409, 2.5239)  -0.197
C (3.6230, 0.4709, 2.8327)  -0.395
C (-4.0025, 0.1329, -0.8495)  -1.156
C (-2.9393, 1.2289, 1.7171)  0.035
C (-0.5762, 2.2879, -1.0744)  -0.810
C (0.9347, 0.4674, 3.5017)  0.042
C (2.8581, 0.3930, 0.3290)  0.282
C (-3.4820, -1.7584, 1.3704)  -1.206
H (-0.4441, 3.2987, -1.4612)  0.485
H (0.3646, 4.6987, 1.1045)  0.521
H (-4.9624, 0.1346, -0.3365)  0.389
H (-2.9437, -2.0454, 2.2713)  0.372
H (-1.5390, 1.8966, -1.3872)  0.163
H (-1.5141, 4.1140, 2.9012)  0.447
H (1.0954, 3.6613, 2.3591)  0.464
H (1.5886, 0.2400, 5.5487)  0.634
H (1.6748, 3.5732, 0.6663)  0.458
H (-4.0054, -0.6414, -1.6143)  0.452
H (-5.1538, 2.2214, 4.0922)  0.437
H (-4.5161, -1.5370, 1.6239)  0.449
H (-3.4776, -2.5911, 0.6670)  0.456
H (4.6758, 0.3636, 2.6038)  0.603
H (-3.8390, 1.1009, -1.3180)  0.381
H (-4.8010, 0.4499, 2.4358)  0.356
H (-3.5054, 4.0385, 4.3656)  0.460
H (0.2416, 1.6563, -1.4225)  0.340

No. 3
# C17H18B2Cl3NO6

A structure of composition C17H18B2Cl3NO6 (the ωB97M-V functional and the def2-TZVPD basis, the Open Molecules 2025 dataset).

Max |F| in hartree/bohr: 0.109
Relative energy (zero: lowest compared OMol25 entry of this formula, charge and spin) in kcal/mol: 0.0
Gap between HOMO and LUMO in eV: 6.81
E_tot in hartree: -2595.24572

Each line ends with the Mulliken charge.
Geometry (Å):
Cl (4.4020, -1.9640, 2.0508)  -0.357
Cl (4.7211, 0.3349, -0.0370)  -0.396
Cl (3.7284, 0.9589, 2.8087)  -0.334
O (1.1856, -0.6393, -1.2171)  -0.393
O (-3.8924, 1.9966, 0.6033)  -0.573
O (-1.7809, 1.2148, 0.4437)  -0.453
O (-1.1029, -1.1431, 0.3720)  -0.257
O (2.3708, -0.5865, 0.9749)  -0.634
O (-1.3334, -3.3294, -0.2359)  -0.561
N (-1.9763, -0.1060, -1.5512)  0.299
C (1.4290, 0.4465, 0.8939)  -1.076
C (0.8865, 0.4889, -0.4290)  2.276
C (1.7038, 1.1807, -2.4197)  -1.084
C (1.8227, -0.1983, -2.3114)  0.594
C (0.5478, 0.2988, 2.1554)  0.092
C (-0.9835, 0.0517, 4.4685)  -0.514
C (-0.3879, -1.0780, 3.8977)  -0.760
C (0.0372, 1.4343, 2.7705)  -0.111
C (1.0448, 1.6404, -1.2815)  -1.101
C (-1.8099, -1.5772, -1.8652)  -0.280
C (-3.1403, 1.2403, 0.0790)  0.404
C (-3.3709, 0.1977, -0.9864)  -0.604
C (-1.3887, -2.1718, -0.5481)  0.509
C (-0.7320, 1.3166, 3.9264)  -0.776
C (2.6184, -1.1305, -3.0673)  -1.386
C (-1.7867, 0.7727, -2.7424)  -0.885
C (0.3823, -0.9488, 2.7462)  -0.140
B (3.6750, -0.3694, 1.4156)  0.893
B (-1.2029, 0.1134, -0.2511)  0.143
H (3.6258, -1.1896, -2.6395)  0.217
H (0.8097, 2.6681, -1.0000)  0.589
H (-0.5425, -2.0793, 4.3092)  0.403
H (-3.7951, -0.7175, -0.5402)  0.411
H (0.8968, -1.8091, 2.3204)  0.466
H (-1.6463, 1.8195, -2.4427)  0.358
H (-4.0433, 0.5674, -1.7687)  0.396
H (1.9039, 1.4265, 0.9836)  0.820
H (-1.1658, 2.2156, 4.3804)  0.391
H (0.2923, 2.4055, 2.3418)  0.382
H (-0.9193, 0.4310, -3.3141)  0.308
H (2.1846, -2.1280, -3.0924)  0.327
H (-1.6296, -0.0538, 5.3456)  0.387
H (2.1223, 1.7708, -3.2306)  0.533
H (-1.0311, -1.6975, -2.6334)  0.289
H (-2.7662, -1.9987, -2.2183)  0.389
H (-2.6801, 0.6815, -3.3784)  0.356
H (2.7171, -0.7576, -4.0859)  0.442

No. 4
# C17H18BN7O3PbS

A structure of composition C17H18BN7O3PbS (the ωB97M-V functional and the def2-TZVPD basis, the Open Molecules 2025 dataset).

Max |F| in hartree/bohr: 0.215
Charge: +2
Gap between HOMO and LUMO in eV: 4.50
E_tot in hartree: -1882.73048

Each line ends with the Mulliken charge.
Geometry (Å):
Pb (1.2735, -0.0828, -0.1747)  1.339
S (-1.1049, 0.4264, 2.6345)  0.955
O (-0.2978, 2.9542, -0.0178)  -0.672
O (0.0074, -0.1864, 3.3228)  -0.611
O (-2.3379, -0.3226, 2.5267)  -0.554
N (1.5536, -2.3848, -2.4110)  0.028
N (-0.2177, -2.2472, -0.0740)  0.161
N (-0.2368, -0.0169, -2.0946)  0.135
N (2.1394, -1.4743, -1.5219)  -0.008
N (-0.5543, -2.9569, -1.2135)  -0.016
N (-0.5904, 1.0069, 1.1774)  -0.012
N (-0.5068, -1.0772, -2.9401)  -0.024
C (-1.6724, 4.7320, 3.8660)  -0.580
C (-1.2742, 4.3564, 2.5799)  -0.534
C (-1.4410, 2.0513, 3.2445)  0.519
C (-1.1739, 2.9956, 2.2718)  -0.121
C (-0.8006, 1.0795, -2.6423)  -0.211
C (-1.2916, -4.0365, -0.8792)  0.049
C (2.5122, -3.1075, -3.0079)  0.045
C (-1.1731, -0.6358, -4.0240)  0.001
C (-1.8526, 2.3950, 4.5292)  -0.585
C (-1.3807, 0.7364, -3.8742)  -1.159
C (3.7519, -2.6950, -2.5167)  -1.118
C (2.5340, 1.6328, 0.3094)  -0.927
C (-0.6662, 2.3637, 1.0228)  0.538
C (-1.9698, 3.7587, 4.8370)  -0.541
C (-0.7824, -2.8818, 0.9634)  -0.400
C (3.4950, -1.6792, -1.5903)  -0.023
C (-1.4656, -4.0274, 0.5042)  -1.152
B (0.0022, -2.5060, -2.5979)  -0.135
H (-2.2865, 4.0619, 5.8354)  0.418
H (4.1964, -1.1086, -0.9884)  0.420
H (-2.0677, 1.6099, 5.2516)  0.464
H (1.7506, 2.2554, -0.1745)  0.395
H (-0.7778, 2.0402, -2.1400)  0.546
H (2.2284, -3.8577, -3.7389)  0.485
H (-0.6945, -2.5278, 1.9833)  0.566
H (3.4288, 1.5345, -0.3127)  0.395
H (-1.4403, -1.3253, -4.8120)  0.472
H (4.7075, -3.0888, -2.8033)  0.425
H (-1.7527, 5.7883, 4.1274)  0.411
H (-2.0035, -4.7373, 1.1001)  0.424
H (-1.8796, 1.3914, -4.5594)  0.439
H (2.7780, 2.2391, 1.1852)  0.464
H (2.2727, 0.4832, 1.1251)  0.319
H (-1.0309, 5.0839, 1.8068)  0.511
H (-0.2852, -3.2894, -3.4505)  -0.007
H (-1.6224, -4.7236, -1.6446)  0.466

Which of these has the lowest E_tot?
C17H18As2N2O7Sn